{"formula": "C46H107N5O8S4", "method": "ωB97M-V with the def2-TZVPD basis set", "smiles": "O=S1(=O)CCCC1.O=S1(=O)CCCC1.O=S1(=O)CCCC1.O=S1(=O)CCCC1.CCN(CC)CC.CCN(CC)CC.CCN(CC)CC.CCN(CC)CC.CCN(CC)CC", "symbols": ["O", "S", "O", "C", "C", "C", "C", "H", "H", "H", "H", "H", "H", "H", "H", "O", "S", "O", "C", "C", "C", "C", "H", "H", "H", "H", "H", "H", "H", "H", "O", "S", "O", "C", "C", "C", "C", "H", "H", "H", "H", "H", "H", "H", "H", "O", "S", "O", "C", "C", "C", "C", "H", "H", "H", "H", "H", "H", "H", "H", "C", "C", "N", "C", "C", "C", "C", "H", "H", "H", "H", "H", "H", "H", "H", "H", "H", "H", "H", "H", "H", "H", "C", "C", "N", "C", "C", "C", "C", "H", "H", "H", "H", "H", "H", "H", "H", "H", "H", "H", "H", "H", "H", "H", "C", "C", "N", "C", "C", "C", "C", "H", "H", "H", "H", "H", "H", "H", "H", "H", "H", "H", "H", "H", "H", "H", "C", "C", "N", "C", "C", "C", "C", "H", "H", "H", "H", "H", "H", "H", "H", "H", "H", "H", "H", "H", "H", "H", "C", "C", "N", "C", "C", "C", "C", "H", "H", "H", "H", "H", "H", "H", "H", "H", "H", "H", "H", "H", "H", "H"], "xyz": [[-27.42880, 7.96774, 29.68044], [-26.61364, 7.74518, 30.83416], [-25.15755, 7.68872, 30.65504], [-26.99193, 9.04728, 32.01801], [-27.96761, 8.42088, 33.00916], [-27.58660, 6.95558, 33.16954], [-27.31307, 6.33167, 31.81541], [-27.34810, 9.92213, 31.47673], [-26.12298, 9.36772, 32.59357], [-28.04825, 8.85688, 34.00497], [-28.99697, 8.49912, 32.65167], [-28.35382, 6.40374, 33.71327], [-26.69225, 6.88487, 33.79219], [-28.22126, 5.99408, 31.31471], [-26.69810, 5.43205, 31.81310], [-21.29899, 4.77708, 29.14714], [-22.59834, 4.58185, 28.54107], [-23.03605, 5.29270, 27.35911], [-23.01324, 2.80197, 28.23821], [-23.67691, 2.25206, 29.58103], [-24.57268, 3.43592, 30.03987], [-23.69228, 4.72737, 30.00096], [-22.18632, 2.25022, 27.79136], [-23.73153, 2.82303, 27.41753], [-24.29247, 1.41971, 29.24334], [-22.93161, 1.98417, 30.32656], [-24.99524, 3.19355, 31.01606], [-25.45570, 3.62174, 29.42511], [-23.03506, 4.58980, 30.85914], [-24.22297, 5.67432, 30.08603], [-31.54620, 8.64554, 27.07892], [-30.97633, 9.59809, 26.13272], [-30.90780, 11.02539, 26.44878], [-29.33093, 9.03585, 25.60040], [-29.31888, 9.39173, 24.15632], [-30.61682, 8.82694, 23.58616], [-31.74147, 9.38689, 24.44680], [-29.29841, 7.94883, 25.69984], [-28.47249, 9.37503, 26.17896], [-29.27606, 10.45945, 23.93668], [-28.50556, 8.88343, 23.63768], [-30.47706, 7.74472, 23.65687], [-30.63574, 8.93447, 22.50114], [-32.43820, 8.58467, 24.68932], [-32.16155, 10.26018, 23.95432], [-23.77237, 8.06787, 25.69684], [-25.11270, 7.55560, 25.44193], [-26.11714, 8.37791, 24.77058], [-25.07012, 5.89570, 24.56041], [-26.25936, 5.14992, 25.15253], [-26.30286, 5.40588, 26.67901], [-25.84920, 6.84702, 27.03108], [-24.18255, 5.37374, 24.92093], [-25.06063, 6.03616, 23.48186], [-27.15959, 5.66109, 24.79717], [-26.44935, 4.13349, 24.80997], [-25.84030, 4.63570, 27.29563], [-27.35981, 5.36574, 26.94920], [-25.07271, 6.96534, 27.78586], [-26.63944, 7.52809, 27.34402], [-31.14422, 3.79358, 25.04008], [-31.66753, 3.23518, 26.35421], [-31.44673, 4.18722, 27.44970], [-30.05492, 4.09568, 27.89668], [-29.67741, 5.08348, 29.03996], [-32.43570, 4.05517, 28.54962], [-32.44737, 2.59222, 29.08749], [-31.63128, 3.42098, 24.13792], [-30.10508, 3.46677, 24.94903], [-31.11631, 4.87796, 24.93010], [-32.73938, 3.08242, 26.22421], [-31.15012, 2.28396, 26.50438], [-29.72946, 3.06334, 28.07372], [-29.40172, 4.35720, 27.05988], [-28.59705, 5.07436, 29.18108], [-29.95289, 6.05228, 28.62318], [-30.22166, 4.76976, 29.92916], [-33.41816, 4.26282, 28.12448], [-32.17753, 4.83106, 29.26624], [-33.19329, 2.48610, 29.87540], [-31.45072, 2.40845, 29.49930], [-32.49608, 1.72942, 28.42369], [-18.92747, 9.78379, 31.96040], [-19.67930, 10.22372, 30.71858], [-19.42349, 9.17376, 29.70552], [-20.39971, 8.05497, 29.70116], [-21.81442, 8.38417, 29.23171], [-19.03203, 9.60260, 28.36346], [-17.60004, 10.13156, 28.39731], [-17.86602, 9.76181, 31.71558], [-19.19076, 8.80758, 32.36487], [-19.09196, 10.54129, 32.73139], [-20.74896, 10.40939, 30.85015], [-19.32929, 11.20858, 30.40293], [-19.92039, 7.28066, 29.10202], [-20.43614, 7.64946, 30.71437], [-22.40212, 7.51699, 28.92713], [-22.39963, 8.82310, 30.04022], [-21.74136, 8.99563, 28.33137], [-19.74527, 10.37325, 28.05538], [-18.99380, 8.80250, 27.62470], [-17.05067, 9.60600, 29.17858], [-17.59153, 11.20405, 28.59137], [-17.07651, 9.88620, 27.47276], [-23.81579, 11.41932, 31.03653], [-24.39628, 12.30205, 29.94841], [-24.03182, 11.95437, 28.59552], [-24.69706, 10.71144, 28.18600], [-26.23739, 10.77809, 28.29398], [-22.61591, 11.98165, 28.22598], [-22.31541, 11.82083, 26.74208], [-24.24823, 10.41675, 31.03464], [-24.14268, 11.81229, 32.00404], [-22.73352, 11.33845, 31.13160], [-25.47500, 12.38485, 30.08072], [-24.18414, 13.36444, 30.10366], [-24.39571, 10.40649, 27.18276], [-24.33426, 9.86179, 28.77625], [-26.70313, 9.84137, 27.97952], [-26.61176, 10.90244, 29.30925], [-26.72252, 11.50050, 27.63606], [-21.96984, 11.33591, 28.83172], [-22.19670, 12.95367, 28.50270], [-21.30528, 12.22981, 26.69045], [-22.96119, 12.41586, 26.09756], [-22.35376, 10.76854, 26.46206], [-24.88273, 11.95320, 23.84155], [-23.96818, 10.78190, 23.52816], [-23.00247, 10.95708, 22.45028], [-21.96935, 11.93945, 22.85343], [-21.15724, 12.17587, 21.54923], [-22.45820, 9.62334, 22.06492], [-23.42565, 8.95947, 21.08400], [-25.52066, 12.13508, 22.97364], [-24.28936, 12.85495, 23.99806], [-25.55646, 11.80615, 24.68484], [-23.43317, 10.53651, 24.45371], [-24.61996, 9.91401, 23.41801], [-21.29157, 11.43486, 23.54980], [-22.27787, 12.88078, 23.30120], [-21.55843, 11.74246, 20.63522], [-20.21191, 11.63647, 21.65149], [-20.86609, 13.21505, 21.39380], [-21.48058, 9.75747, 21.60548], [-22.27834, 9.01118, 22.95407], [-23.13311, 7.93079, 20.86546], [-24.48133, 9.00626, 21.34588], [-23.30583, 9.47295, 20.12806], [-25.37167, 3.53438, 21.46018], [-26.18279, 2.23606, 21.31040], [-25.66573, 1.61381, 20.05692], [-24.41504, 0.89418, 20.27536], [-23.71166, 0.39326, 19.01774], [-26.64102, 0.73425, 19.45539], [-27.87355, 1.52207, 18.89952], [-25.62842, 4.22853, 20.66188], [-24.30634, 3.39723, 21.63932], [-25.73366, 4.05717, 22.35113], [-26.16758, 1.60243, 22.20085], [-27.17220, 2.69479, 21.29704], [-23.71591, 1.50922, 20.84601], [-24.57036, 0.09209, 21.00785], [-23.67105, 1.17318, 18.25630], [-22.65607, 0.22124, 19.22879], [-24.21596, -0.50513, 18.66683], [-27.01544, -0.11841, 20.03333], [-26.30856, 0.27000, 18.52554], [-27.43159, 2.42139, 18.47047], [-28.63324, 1.76970, 19.64050], [-28.35529, 0.91977, 18.12970]]}

{"formula": "C46H115CrF6N10O17S2", "method": "ωB97M-V with the def2-TZVPD basis set", "s2": 6.007, "multiplicity": 5, "charge": 1, "symbols": ["Cr", "C", "F", "F", "F", "S", "O", "O", "N", "S", "O", "O", "C", "F", "F", "F", "C", "O", "C", "C", "N", "C", "C", "O", "C", "H", "H", "H", "H", "H", "H", "H", "H", "H", "H", "H", "H", "H", "H", "H", "C", "O", "C", "C", "N", "C", "C", "O", "C", "H", "H", "H", "H", "H", "H", "H", "H", "H", "H", "H", "H", "H", "H", "H", "C", "O", "C", "C", "N", "C", "C", "O", "C", "H", "H", "H", "H", "H", "H", "H", "H", "H", "H", "H", "H", "H", "H", "H", "C", "O", "C", "C", "N", "C", "C", "O", "C", "H", "H", "H", "H", "H", "H", "H", "H", "H", "H", "H", "H", "H", "H", "H", "C", "C", "C", "O", "C", "N", "H", "H", "H", "H", "H", "H", "H", "H", "H", "H", "H", "C", "C", "C", "O", "C", "N", "H", "H", "H", "H", "H", "H", "H", "H", "H", "H", "H", "C", "C", "C", "O", "C", "N", "H", "H", "H", "H", "H", "H", "H", "H", "H", "H", "H", "C", "C", "C", "O", "C", "N", "H", "H", "H", "H", "H", "H", "H", "H", "H", "H", "H", "C", "C", "C", "O", "C", "N", "H", "H", "H", "H", "H", "H", "H", "H", "H", "H", "H"], "xyz": [[44.59310, -2.68123, 8.92071], [44.62689, -4.45081, 13.06146], [45.49009, -4.70084, 14.10342], [43.73069, -5.41811, 12.88804], [43.90670, -3.33043, 13.29848], [45.66412, -4.23605, 11.42438], [47.06657, -4.43923, 11.81528], [45.11528, -5.22287, 10.49315], [45.25039, -2.61322, 10.83488], [45.96377, -1.73331, 11.97085], [46.22814, -2.26980, 13.28808], [47.11760, -1.00570, 11.43631], [44.63105, -0.30864, 12.16648], [44.53935, 0.38546, 11.07461], [43.42248, -0.88024, 12.34539], [44.89688, 0.48876, 13.18175], [38.06171, -6.01645, 16.14964], [39.31130, -6.27622, 15.62055], [40.44455, -5.92316, 16.47940], [41.78642, -6.29697, 15.85542], [41.96728, -7.76472, 15.77117], [43.25176, -7.97635, 15.07723], [43.85247, -9.32369, 15.49681], [45.06634, -9.46752, 14.73372], [45.92667, -10.46022, 15.31431], [38.19361, -6.17071, 17.22057], [37.44619, -6.77033, 15.65883], [37.69165, -5.00515, 15.98102], [40.33418, -6.41988, 17.44335], [40.32974, -4.83925, 16.48523], [42.59158, -5.77708, 16.37458], [41.70429, -5.94774, 14.82615], [41.27500, -8.16913, 15.15692], [43.97429, -7.19789, 15.32226], [43.12161, -7.98001, 13.99504], [43.23535, -10.18686, 15.24739], [43.96468, -9.25858, 16.57906], [45.35041, -11.34071, 15.59850], [46.30314, -10.12491, 16.28072], [46.71334, -10.78182, 14.63181], [47.74238, -3.76146, 8.68139], [46.54056, -3.42498, 7.98962], [46.43339, -4.13153, 6.77255], [45.14979, -3.67348, 6.05824], [43.95512, -3.61885, 6.95079], [43.57766, -4.93154, 7.43447], [42.45926, -4.81165, 8.44729], [42.85235, -3.97807, 9.53257], [41.95412, -3.83544, 10.65427], [47.72721, -4.76023, 9.11768], [47.79903, -3.09550, 9.54243], [48.64886, -3.50653, 8.13238], [46.35685, -5.20944, 6.91526], [47.34484, -3.84056, 6.25034], [44.94317, -4.37528, 5.25024], [45.30626, -2.69810, 5.59752], [43.17947, -3.58711, 6.30467], [44.37993, -5.36833, 8.02920], [43.21302, -5.55615, 6.61900], [42.35656, -5.75387, 8.98560], [41.53504, -4.57369, 7.92070], [40.98465, -3.37719, 10.45878], [42.38531, -3.21716, 11.44160], [41.65038, -4.82483, 10.99624], [50.69501, -9.77681, 6.84687], [51.06918, -8.76011, 7.78700], [50.58385, -7.44909, 7.39486], [50.69927, -6.37772, 8.47503], [49.67233, -6.35483, 9.56929], [49.90531, -7.45340, 10.45736], [48.93239, -7.62603, 11.69581], [47.62039, -7.93929, 11.14070], [46.55153, -8.07357, 12.07350], [49.64617, -10.07278, 6.86789], [51.34439, -10.63203, 7.03389], [50.92235, -9.37402, 5.85987], [49.60395, -7.45970, 6.91758], [51.13010, -7.03621, 6.54678], [50.62553, -5.38072, 8.04069], [51.68953, -6.52917, 8.90461], [48.77828, -6.36321, 9.09949], [50.92830, -7.36496, 10.82310], [49.90373, -8.41155, 9.93771], [48.89659, -6.68690, 12.24794], [49.33680, -8.33054, 12.42260], [46.32909, -7.16985, 12.64087], [46.72634, -8.81484, 12.85327], [45.63801, -8.30125, 11.52418], [44.37749, 4.54166, 14.32925], [45.39144, 3.51301, 14.18071], [45.91122, 3.09387, 15.38528], [47.03410, 2.07863, 15.06500], [47.25599, 1.15084, 16.20326], [48.60691, 0.57614, 16.07991], [48.86113, -0.56981, 15.00105], [48.52303, -1.85775, 15.50508], [49.03447, -2.99979, 14.81078], [44.83554, 5.42618, 14.77187], [43.54358, 4.36322, 15.00812], [43.97143, 4.86285, 13.37006], [45.07542, 2.67486, 15.94562], [46.26641, 4.00449, 15.86768], [47.93194, 2.69026, 14.97618], [46.95084, 1.49490, 14.14826], [46.56506, 0.41429, 16.21741], [48.88415, 0.12768, 17.03392], [49.35439, 1.35041, 15.90708], [49.92007, -0.67362, 14.76444], [48.33701, -0.41706, 14.05762], [48.87157, -2.88988, 13.73865], [48.63331, -3.93646, 15.19783], [50.08358, -2.97088, 15.10512], [50.23269, -1.18076, 10.47242], [50.15159, 0.25873, 9.89759], [50.71764, 1.30803, 10.89694], [50.20566, 1.10584, 12.19572], [50.64169, 1.94966, 13.24262], [50.88285, 0.35069, 8.62663], [49.88477, -1.85769, 9.69214], [49.73221, -1.31245, 11.43173], [51.26538, -1.48439, 10.64402], [49.07782, 0.27325, 9.71078], [50.44909, 2.30911, 10.55957], [51.79979, 1.27832, 11.02415], [50.21776, 1.75581, 14.22791], [50.32063, 2.95166, 12.95797], [51.71901, 1.97820, 13.40593], [51.83589, 0.19995, 8.92511], [50.84718, 1.28638, 8.24805], [47.05230, -9.00824, 7.32453], [45.93728, -8.08708, 7.94989], [44.90396, -8.72253, 8.95304], [43.86967, -7.82011, 9.48212], [42.85160, -8.46707, 10.24454], [46.59652, -7.06782, 8.74161], [46.68893, -9.91786, 6.84636], [47.72309, -9.43105, 8.07244], [47.75132, -8.55872, 6.61926], [45.36745, -7.63141, 7.14010], [45.36355, -9.26630, 9.77837], [44.25692, -9.36790, 8.35896], [42.36510, -9.24989, 9.66263], [42.07826, -7.73179, 10.46682], [43.25015, -8.87988, 11.17129], [47.02156, -7.60119, 9.48657], [45.86936, -6.60420, 9.26735], [45.16378, -3.52081, 17.06144], [45.38071, -2.05053, 17.39938], [46.40392, -1.77910, 18.53249], [45.96780, -2.36685, 19.76551], [46.84489, -2.05505, 20.86953], [45.73570, -1.40052, 16.18026], [44.91072, -4.05776, 17.97563], [46.08047, -4.00123, 16.71943], [44.42126, -3.68410, 16.28035], [44.41472, -1.59279, 17.61255], [46.48534, -0.70471, 18.69723], [47.41923, -2.12248, 18.33418], [46.57922, -2.67978, 21.72232], [46.59224, -1.04194, 21.18239], [47.91994, -2.04092, 20.69011], [45.26097, -1.91233, 15.45033], [46.69286, -1.60545, 15.93135], [38.41075, 0.64972, 11.80972], [39.79799, 0.44754, 11.08077], [41.00182, 1.06130, 11.82378], [40.83862, 2.49174, 11.87794], [41.96402, 3.17004, 12.42737], [40.08483, -0.97721, 10.93768], [38.22218, 0.07714, 12.71784], [37.60007, 0.38005, 11.13283], [38.30933, 1.71826, 11.99956], [39.71822, 0.77150, 10.04309], [41.86165, 0.78719, 11.21250], [41.09345, 0.57076, 12.79284], [42.85837, 3.13064, 11.80553], [42.19538, 2.60646, 13.33122], [41.63539, 4.16589, 12.72466], [40.14823, -1.31247, 11.88830], [39.26699, -1.46565, 10.60202], [41.98569, 0.68748, 7.81468], [43.08464, -0.39700, 7.77759], [44.51951, 0.22991, 7.76330], [45.53350, -0.81757, 8.03830], [46.85631, -0.29465, 8.20224], [42.90878, -1.21904, 9.01760], [41.02366, 0.22054, 7.60359], [42.13170, 1.50206, 7.10529], [41.96518, 1.17663, 8.78854], [42.97937, -1.05372, 6.91402], [44.55605, 0.84609, 8.66169], [44.65378, 0.82935, 6.86289], [47.21064, 0.41175, 7.45153], [47.54153, -1.13636, 8.30262], [47.00383, 0.25106, 9.13420], [41.90332, -1.31060, 9.04555], [42.85471, -0.53687, 9.76045]]}

Number 1: DFT total energy -116603.0230 eV. Number 2: DFT total energy -165655.7191 eV.